# 1
{"formula": "C14H19F6INO7PPdS2", "method": "wB97M-V/def2-TZVPD", "lumo_ha": -0.4703, "charge": 2, "orbital_gap_ev": 1.936, "symbols": ["C", "C", "O", "C", "C", "C", "O", "N", "O", "C", "C", "C", "F", "C", "I", "C", "F", "F", "C", "F", "F", "F", "S", "O", "O", "O", "C", "C", "C", "O", "P", "S", "H", "H", "H", "H", "H", "H", "H", "H", "H", "H", "H", "H", "H", "H", "H", "H", "H", "H", "H", "Pd"], "xyz": [[-2.038, -0.789, 3.348], [-1.819, -1.134, 1.835], [-3.026, -0.782, 1.168], [-0.448, -0.585, 1.349], [-0.305, 0.378, 0.128], [-1.297, 1.568, 0.445], [-1.355, 1.919, 1.810], [-0.262, 2.736, 2.240], [-0.605, 3.830, 2.353], [1.216, 0.911, 0.154], [1.456, 2.319, -0.445], [1.304, 2.556, -1.966], [2.439, 3.246, -2.395], [2.304, -0.187, -0.153], [4.003, 0.591, -1.354], [3.043, -0.764, 1.113], [4.034, 0.123, 1.394], [2.324, -0.785, 2.243], [3.752, -2.167, 1.024], [2.959, -3.110, 1.492], [4.272, -2.488, -0.131], [4.760, -2.117, 1.894], [1.621, -1.429, -1.318], [1.273, -2.671, -0.710], [2.551, -1.714, -2.357], [0.424, -0.629, -2.090], [-0.710, -0.266, -1.255], [-1.556, -1.575, -1.198], [-1.454, -2.310, -2.578], [-1.218, -3.429, -2.656], [-1.656, 0.894, -2.440], [-3.639, 0.753, -2.315], [-2.508, 0.208, 3.428], [-2.757, -1.485, 3.807], [-1.107, -0.822, 3.928], [-1.774, -2.237, 1.840], [-3.449, -0.010, 1.569], [0.021, -0.128, 2.230], [0.215, -1.448, 1.146], [-1.110, 2.472, -0.164], [-2.333, 1.282, 0.200], [1.371, 1.119, 1.229], [2.456, 2.668, -0.133], [0.817, 3.074, 0.041], [0.485, 3.279, -2.155], [1.257, 1.662, -2.608], [-1.213, -2.289, -0.435], [-2.639, -1.443, -1.012], [-1.658, -1.725, -3.520], [-1.337, 2.259, -2.296], [-1.300, 0.549, -3.772], [-5.797, 0.163, -2.049]]}

# 2
{"formula": "C14H19N5", "method": "wB97M-V/def2-TZVPD", "e_above_lowest_ev": 0.000, "lumo_ha": 0.0214, "orbital_gap_ev": 9.085, "symbols": ["C", "C", "N", "H", "H", "H", "C", "C", "N", "H", "H", "H", "C", "C", "N", "H", "H", "H", "N", "C", "C", "C", "C", "H", "H", "H", "H", "H", "N", "C", "C", "C", "C", "H", "H", "H", "H", "H"], "xyz": [[2.000, 1.807, -3.101], [2.167, 3.200, -2.709], [2.311, 4.303, -2.437], [1.379, 1.800, -4.001], [1.469, 1.209, -2.365], [2.979, 1.405, -3.345], [-1.068, 3.404, -1.066], [-0.888, 4.328, 0.050], [-0.667, 5.065, 0.901], [-1.208, 4.004, -1.968], [-1.977, 2.829, -0.913], [-0.183, 2.791, -1.196], [0.612, 2.826, 3.158], [-0.077, 1.720, 2.512], [-0.605, 0.834, 2.009], [1.657, 2.893, 2.872], [0.517, 2.685, 4.235], [0.111, 3.753, 2.877], [-0.373, -1.024, -0.416], [0.426, -1.625, -1.339], [0.024, -1.183, -2.578], [-1.075, -0.301, -2.376], [-1.311, -0.242, -1.034], [-0.367, -1.245, 0.566], [1.238, -2.282, -1.081], [0.441, -1.408, -3.545], [-1.626, 0.225, -3.139], [-2.067, 0.203, -0.411], [-0.931, -3.862, 1.047], [-0.026, -4.908, 1.125], [0.377, -5.011, 2.418], [-0.271, -3.973, 3.149], [-1.048, -3.270, 2.271], [-1.238, -3.487, 0.166], [0.108, -5.562, 0.280], [1.076, -5.753, 2.767], [-0.189, -3.729, 4.194], [-1.696, -2.421, 2.422]]}

# 3
{"formula": "C14H20AuF3N4O3S2", "method": "wB97M-V/def2-TZVPD", "e_above_lowest_ev": 0.000, "lumo_ha": [0.0042, -0.1162], "orbital_gap_ev": [7.525, 5.558], "multiplicity": 3, "symbols": ["Au", "S", "C", "N", "F", "C", "F", "F", "S", "O", "O", "O", "C", "N", "C", "C", "N", "N", "C", "C", "H", "H", "H", "H", "H", "H", "H", "H", "H", "H", "H", "H", "H", "C", "C", "C", "C", "C", "C", "C", "H", "H", "H", "H", "H", "H", "H"], "xyz": [[0.314, -0.178, 0.557], [-3.466, 2.134, -0.439], [-2.221, 1.421, 0.238], [-1.290, 0.938, 0.790], [-2.326, -2.746, -1.592], [-1.077, -3.145, -1.384], [-0.942, -4.396, -1.823], [-0.853, -3.149, -0.054], [0.136, -2.043, -2.216], [-0.220, -2.045, -3.596], [1.408, -2.618, -1.834], [-0.132, -0.729, -1.564], [2.508, 0.359, 2.866], [2.580, -1.092, 2.878], [2.495, -1.702, 4.194], [2.539, -1.826, 1.735], [1.959, -1.370, 0.655], [3.106, -3.061, 1.757], [4.371, -3.306, 2.433], [2.756, -4.031, 0.729], [3.335, 0.766, 3.453], [1.567, 0.718, 3.296], [2.591, 0.736, 1.850], [1.623, -1.307, 4.720], [3.383, -1.480, 4.791], [2.384, -2.778, 4.107], [2.113, -1.913, -0.192], [4.687, -2.421, 2.977], [5.140, -3.548, 1.695], [4.287, -4.142, 3.130], [1.705, -3.939, 0.465], [2.932, -5.029, 1.129], [3.352, -3.907, -0.180], [1.015, 3.555, 1.868], [1.323, 3.323, 0.520], [2.636, 2.958, 0.126], [2.924, 2.645, -1.186], [1.923, 2.693, -2.156], [0.632, 3.076, -1.798], [0.333, 3.393, -0.490], [0.003, 3.746, 2.194], [1.788, 3.512, 2.627], [3.417, 2.926, 0.877], [3.931, 2.360, -1.464], [2.149, 2.435, -3.182], [-0.149, 3.115, -2.547], [-0.676, 3.681, -0.222]]}

# 4
{"formula": "C14H20B2F8N3OTl", "method": "wB97M-V/def2-TZVPD", "lumo_ha": -0.2310, "orbital_gap_ev": 1.858, "symbols": ["Tl", "B", "F", "F", "F", "F", "B", "F", "F", "F", "F", "C", "C", "O", "H", "H", "H", "H", "H", "N", "C", "C", "C", "C", "H", "H", "H", "H", "H", "N", "C", "C", "C", "C", "H", "H", "H", "H", "H", "N", "C", "C", "C", "C", "H", "H", "H", "H", "H"], "xyz": [[0.639, -1.859, 2.367], [3.832, 0.946, 1.598], [4.056, 2.041, 2.342], [2.552, 0.401, 1.789], [4.013, 1.096, 0.264], [4.723, -0.064, 2.016], [-0.820, -0.020, 0.008], [-0.736, 0.606, 1.239], [0.515, -0.443, -0.245], [-1.602, -1.179, 0.235], [-1.450, 0.792, -0.900], [0.697, -3.767, -1.884], [-0.084, -4.408, -0.721], [0.546, -4.334, 0.509], [1.350, -2.909, -1.725], [0.065, -3.550, -2.746], [1.433, -4.367, -2.418], [-0.348, -5.443, -0.936], [-0.998, -3.844, -0.536], [-0.564, 3.298, 0.503], [0.823, 3.560, 0.592], [0.973, 4.957, 0.607], [-0.227, 5.568, 0.417], [-1.116, 4.472, 0.345], [-0.971, 2.379, 0.406], [1.632, 2.913, 0.897], [1.980, 5.305, 0.780], [-0.485, 6.609, 0.288], [-2.179, 4.501, 0.156], [0.523, 1.062, -2.573], [0.949, 2.300, -2.826], [1.243, 2.359, -4.170], [1.229, 1.060, -4.721], [0.730, 0.252, -3.668], [0.159, 0.668, -1.718], [0.874, 3.055, -2.058], [1.628, 3.276, -4.593], [1.306, 0.681, -5.729], [0.410, -0.775, -3.572], [-2.725, -2.985, 1.961], [-3.284, -1.881, 2.500], [-3.127, -1.908, 3.850], [-2.373, -3.055, 4.084], [-2.186, -3.740, 2.913], [-2.698, -3.149, 0.965], [-3.776, -1.229, 1.794], [-3.562, -1.194, 4.533], [-2.004, -3.445, 5.022], [-1.564, -4.610, 2.760]]}

# 5
{"formula": "C14H20Br2F6N2O7PS3", "method": "wB97M-V/def2-TZVPD", "lumo_ha": 0.0656, "charge": -1, "orbital_gap_ev": 8.463, "symbols": ["C", "C", "C", "O", "C", "S", "N", "C", "O", "C", "C", "Br", "C", "C", "Br", "P", "C", "O", "C", "C", "H", "H", "H", "H", "H", "H", "H", "H", "H", "H", "H", "H", "H", "H", "H", "H", "H", "H", "H", "H", "C", "F", "F", "F", "S", "O", "O", "N", "S", "O", "O", "C", "F", "F", "F"], "xyz": [[1.981, -0.917, -0.260], [0.744, -0.113, -0.682], [0.199, 0.743, 0.457], [-1.205, 0.469, 0.656], [-1.811, 0.563, 1.911], [-1.065, 1.688, 3.135], [-3.167, 1.023, 1.607], [-3.849, -0.099, 1.126], [-4.806, -0.044, 0.416], [-3.175, -1.412, 1.651], [-4.170, -2.131, 2.580], [-5.917, -1.429, 2.805], [-3.849, -3.227, 3.261], [-2.551, -3.963, 3.199], [-5.038, -4.059, 4.468], [-2.578, -2.526, 0.219], [-3.172, -1.744, -1.297], [-3.664, -3.775, 0.318], [-1.977, -0.847, 2.505], [-0.630, -1.568, 2.528], [1.821, -1.388, 0.713], [2.843, -0.260, -0.161], [2.204, -1.707, -0.972], [-0.025, -0.818, -0.998], [1.061, 0.515, -1.504], [0.756, 0.550, 1.369], [0.283, 1.799, 0.199], [-0.586, 2.574, 2.259], [-3.626, 1.494, 2.375], [-1.951, -3.752, 4.085], [-1.984, -3.728, 2.305], [-2.746, -5.034, 3.207], [-2.674, -0.789, -1.449], [-2.948, -2.421, -2.120], [-4.240, -1.565, -1.277], [-3.150, -4.589, 0.296], [-2.324, -0.743, 3.535], [-0.349, -1.942, 1.550], [-0.591, -2.376, 3.250], [0.127, -0.854, 2.846], [2.803, 3.869, -1.581], [2.050, 3.470, -0.543], [1.985, 4.325, -2.531], [3.577, 4.872, -1.167], [3.798, 2.431, -2.165], [2.817, 1.464, -2.578], [4.619, 2.082, -1.040], [4.532, 3.187, -3.335], [5.579, 2.442, -4.262], [5.009, 1.476, -5.156], [6.818, 2.108, -3.622], [5.970, 3.898, -5.323], [6.485, 4.902, -4.609], [4.887, 4.346, -5.962], [6.873, 3.531, -6.238]]}

# 6
{"formula": "C14H20BrNO", "method": "wB97M-V/def2-TZVPD", "e_above_lowest_ev": 0.849, "lumo_ha": 0.0292, "orbital_gap_ev": 8.988, "symbols": ["O", "C", "C", "C", "C", "C", "C", "C", "N", "C", "C", "C", "C", "H", "H", "C", "C", "H", "C", "H", "H", "H", "H", "H", "H", "H", "H", "H", "H", "H", "H", "H", "H", "Br", "H", "H", "H"], "xyz": [[2.779, -0.012, 0.964], [2.345, 1.190, 1.390], [3.284, 2.197, 1.605], [2.894, 3.449, 2.033], [1.549, 3.698, 2.240], [0.600, 2.713, 2.038], [0.985, 1.450, 1.620], [-0.040, 0.352, 1.472], [0.226, -0.492, 0.311], [0.049, 0.236, -0.943], [-1.380, 0.392, -1.490], [-1.845, -0.690, -2.473], [-2.463, -1.939, -1.837], [-3.212, -2.342, -2.523], [-3.002, -1.647, -0.933], [-1.491, -3.081, -1.527], [-0.215, -2.699, -0.773], [0.486, -2.225, -1.456], [-0.453, -1.778, 0.429], [-1.532, -1.645, 0.591], [-0.054, -2.249, 1.334], [0.260, -3.621, -0.434], [-2.037, -3.829, -0.945], [-1.195, -3.555, -2.466], [-1.017, -0.976, -3.124], [-2.608, -0.235, -3.109], [-2.088, 0.465, -0.662], [-1.411, 1.349, -2.016], [0.675, -0.230, -1.709], [0.465, 1.231, -0.766], [-1.050, 0.791, 1.448], [0.014, -0.286, 2.364], [-0.444, 2.926, 2.212], [0.987, 5.428, 2.815], [3.626, 4.225, 2.198], [4.324, 1.972, 1.430], [1.988, -0.534, 0.693]]}

| no. | E (Ha) |
| --- | --- |
| 1 | -3287.73167 |
| 2 | -818.60574 |
| 3 | -2221.80869 |
| 4 | -1806.24152 |
| 5 | -8464.87254 |
| 6 | -3249.47722 |